Entry from the Open Molecules 2025 dataset: a 4-piece molecular cluster, C35H79N2O14S4 overall (ωB97M-V/def2-TZVPD).

Geometry as XYZ:
```
134
Properties=species:S:1:pos:R:3:forces:R:3:lowdin_charge:R:1
H -6.59985 -2.29706 2.52653 0.0083 -0.0279 -0.0395 0.08
H 3.93995 -2.45988 -5.88881 -0.0370 0.1643 0.0525 0.10
C 2.06515 2.74930 3.54095 -0.0988 0.1424 1.5519 -0.24
H -7.87199 -3.45278 -1.69845 -0.0591 0.0323 0.2348 0.12
H 2.84936 5.49204 2.65236 0.0387 0.0225 0.2761 0.13
C 1.26975 1.46508 3.18469 -1.5168 0.4846 -0.4898 -0.25
C 1.96293 0.28269 -1.10770 0.2664 -0.6032 0.1936 -0.19
C 2.24569 -3.67925 -3.70705 -0.0076 -0.0015 0.0905 -0.13
C 1.56021 1.21151 1.70315 1.7142 0.5236 -0.4956 -0.15
O 1.11726 -6.03373 -3.84122 0.0526 -0.1764 -0.0797 -0.27
H 1.03618 5.37292 0.31342 -0.1418 0.1738 -0.1919 0.11
H 3.43903 1.68372 -5.64525 0.0107 -0.0190 -0.0157 0.08
H -4.84426 2.71957 -3.44330 -0.0465 -0.0889 -0.3477 0.07
H -1.20348 1.27195 1.49168 -0.1087 -0.1080 -0.1333 0.10
H 1.30132 -3.29587 -3.33292 -0.0237 -0.0358 -0.0341 0.07
H 5.00814 -2.09296 -7.23006 -0.0059 0.2477 0.0008 0.13
H -5.12213 4.26420 4.86932 -0.3132 0.0428 -0.2306 0.11
H 2.72181 3.68618 7.51423 0.0760 -0.0418 0.2075 0.09
S -6.01304 -1.43976 0.42207 -0.6340 -0.3483 0.4979 0.56
H 3.07096 -8.27930 -0.32700 -0.0505 0.0375 0.0348 0.08
C 2.04134 -6.54707 -1.07790 0.0104 -0.5630 0.3252 -0.25
H 0.94708 -1.51784 2.59900 -0.1434 0.1306 -0.1208 0.12
H 3.52556 -7.83987 -1.97547 -0.0207 -0.0104 0.0084 0.07
C -5.75445 -3.64635 -1.99554 0.1870 0.1071 0.1562 -0.07
H 4.30022 3.55580 5.73509 0.2228 -0.0537 -0.0969 0.12
C 1.60998 -3.02186 3.99287 -0.2387 -0.4279 -0.4354 -0.20
H -4.67119 1.04746 -2.86421 -0.1269 -0.1694 -0.2194 0.07
O 3.55840 -0.70332 -6.94757 -0.1047 0.1856 0.2082 -0.25
C -0.06058 0.16223 -2.69248 -0.6841 0.3127 0.3127 -0.17
C 3.96729 -2.08926 -6.91423 0.1217 -0.6707 -0.1526 -0.24
H -0.25266 1.77093 -1.25282 0.0136 0.0112 0.2049 0.07
C -6.96903 -2.87140 -1.52442 0.0678 -0.2055 -0.6170 -0.25
C -1.21687 1.02463 2.55662 -0.0129 0.6578 -0.2571 -0.17
C -6.69280 -1.32889 2.04196 0.0429 -0.0139 0.0034 -0.11
O 3.59879 -5.90020 -3.82257 -0.0321 -0.1125 -0.1424 -0.27
H 2.68766 2.01915 6.86925 0.0556 -0.1155 0.2161 0.08
C -4.05544 2.52223 -1.44369 -0.6370 -0.9124 0.3678 -0.26
H -0.89819 -0.00690 2.64481 0.1532 -0.2529 -0.0677 0.11
C 2.08634 4.92772 2.12745 0.1158 0.2431 -0.6871 -0.12
C 1.51135 -4.23594 3.03833 -0.2752 0.5478 0.2578 -0.08
H -2.73213 0.53610 3.98897 0.0095 0.1486 0.3422 0.12
H 0.36966 -0.17232 4.33713 -0.2569 0.0956 -0.2222 0.13
H 2.73211 0.43043 -1.86161 0.1384 0.1529 -0.1322 0.12
C 1.33277 0.31313 4.19065 1.1041 -0.3622 0.3183 -0.12
H 3.43119 0.05492 2.03017 -0.1148 0.2025 0.3959 0.12
C -1.85065 2.02004 -2.62459 0.2296 -0.1029 0.6187 -0.20
H -7.07767 -1.93135 -2.06745 0.0259 0.0815 0.1546 0.11
C 3.26295 -7.44080 -0.99656 0.1031 0.0435 -0.2302 -0.07
H 3.45472 3.23227 2.10585 0.1792 0.1070 -0.5796 0.17
H 0.78964 0.75622 1.09270 -0.3929 -0.1858 0.4481 0.13
O -4.22527 2.19135 5.53896 0.3688 0.5499 1.0235 -0.27
H -7.73363 -1.02816 1.96399 0.0024 0.0043 -0.0272 0.08
H 1.19382 -7.07076 -1.52243 0.0115 0.1114 -0.1301 0.12
H 1.74176 -6.23390 -0.07883 -0.0001 0.2251 -0.0752 0.11
C -0.23001 1.95286 3.27741 0.0187 -1.1656 0.0580 -0.12
O -5.41709 3.76004 4.08666 0.3019 0.0065 0.1823 -0.13
S 2.25642 -0.28330 -6.14237 0.5447 0.3042 -0.4826 0.57
H 0.68821 3.01855 1.07523 0.0347 0.0473 0.1853 0.17
O 2.31062 -0.67854 3.95222 -0.4043 0.3091 -0.2250 -0.11
H 1.12071 5.14053 2.57591 -0.1040 0.0734 0.3193 0.12
H 3.08698 -3.19744 -3.21553 0.0135 -0.0001 -0.0245 0.08
H 3.56374 -3.95883 -7.89437 0.0681 0.0253 0.0239 0.09
C -2.65336 1.09395 3.06078 0.0522 -0.1361 -0.3672 -0.21
C 3.13876 -2.95676 -7.84022 -0.2439 0.1232 0.0590 -0.06
H 0.27257 2.31135 -2.81799 0.2237 -0.0323 -0.0858 0.11
C 3.25256 3.51134 5.45661 0.5502 -0.1660 0.4227 -0.24
O 3.18496 2.57528 4.38065 0.1036 -0.1942 -0.8757 -0.08
C -3.19871 2.50888 3.19595 -0.3441 -0.1828 0.3371 -0.21
H -1.00031 -0.38584 -2.73569 -0.1266 -0.1568 -0.0520 0.12
H 3.49349 6.81403 0.28963 0.0686 0.1881 0.3118 0.08
H 0.29061 -1.03429 -0.89870 -0.3430 0.1203 0.0770 0.11
H 0.68795 -2.95995 4.56516 -0.0759 0.1980 0.1682 0.11
H -5.87778 -3.93985 -3.03794 -0.0746 -0.0022 0.0068 0.08
C 0.84675 -0.56292 -1.70818 0.4231 0.2329 -0.3450 -0.18
H -2.97489 0.68126 -1.38496 -0.0477 -0.1831 0.2736 0.12
H 3.10802 -2.52856 -8.84150 0.0713 -0.0266 -0.0119 0.09
N 1.63012 2.64429 1.21453 -0.0064 0.9954 -0.3921 0.13
H 3.59945 1.29970 0.83135 -0.0003 0.3928 0.1270 0.13
H 1.39314 3.17859 6.50423 -0.1684 -0.1396 0.0198 0.07
H -2.22607 2.00616 -0.48875 0.2576 -0.0136 0.1025 0.08
C -2.74826 1.74566 -1.41109 -0.0952 0.4237 -0.5820 -0.23
O -4.66096 -1.90430 0.51012 0.2638 0.2062 -0.1148 -0.29
H 2.66841 4.81871 0.02020 0.0308 -0.1580 0.0465 0.11
H -2.52232 3.14635 3.75549 -0.0227 0.2517 0.0538 0.10
H -6.00035 2.04264 -2.30003 -0.2571 0.0407 0.0274 0.07
H 2.98706 4.51944 5.13870 -0.2193 0.0751 -0.1778 0.12
H 2.04683 7.28866 -0.16951 -0.0480 0.1926 0.2110 0.07
C 2.52651 1.45567 -6.18935 0.0432 0.0523 0.0625 -0.11
H -0.46406 1.91702 4.34142 -0.0495 0.3598 0.2037 0.14
H -3.90704 3.59957 -1.43288 0.1666 0.1470 -0.1600 0.10
O 2.37617 -0.74886 -4.78827 -0.1158 -0.1454 0.0528 -0.29
H 1.66995 1.92929 -5.71332 -0.0395 -0.0574 -0.0129 0.07
C 2.46359 3.05997 6.66647 -0.2882 0.3069 -0.4299 -0.06
C -4.96047 2.05753 -2.59246 0.4521 0.4466 0.1746 -0.09
H -5.61055 -4.54041 -1.38930 -0.0627 -0.0377 -0.0417 0.09
H -6.12101 -0.57825 2.58445 -0.0115 0.0185 -0.0622 0.04
H 1.74670 -3.94832 2.01745 0.1354 0.0502 -0.2101 0.06
H 2.41390 -3.14455 4.70689 0.2801 0.0849 0.0648 0.11
H 2.63618 -2.01094 2.46621 0.1652 0.0677 -0.2609 0.11
H 2.10962 -3.04169 -7.49006 0.0084 -0.0148 0.0003 0.07
C 2.05711 5.45120 0.67827 0.3444 0.0152 0.1253 -0.28
H 1.38842 3.35445 4.14053 -0.3415 0.2706 -0.1757 0.14
O -5.48081 1.32797 3.67808 -0.9152 -0.0559 -0.9481 -0.25
H 2.60118 1.76826 -7.22722 -0.0190 -0.0254 -0.0090 0.08
C 2.89723 0.58030 1.24767 -0.3293 -1.0688 -0.1497 -0.10
H 0.33366 0.13521 -3.69968 0.2567 -0.0611 -0.1443 0.09
H 1.33207 -1.37105 -2.24823 0.0152 -0.2695 0.0436 0.09
H -1.90981 3.08146 -2.86032 0.0501 0.1380 -0.1023 0.11
H 2.30713 -3.53613 -4.78197 -0.0344 -0.0691 -0.0192 0.05
N 2.52843 6.84116 0.60567 -0.2476 -0.3538 -0.6081 0.01
H 0.48124 -4.57230 3.02608 -0.0259 -0.4595 -0.0405 0.07
O 2.30314 -5.32879 -1.80392 -0.0317 0.1733 -0.1242 -0.27
H 4.12401 -6.88224 -0.62930 -0.0293 -0.0046 0.0740 0.08
O -6.31938 -0.24840 -0.31018 0.2817 0.1503 -0.2176 -0.28
H 2.19268 -5.02935 3.31418 -0.0684 -0.2641 0.1107 0.07
C -0.40315 1.61335 -2.32266 -0.1204 0.1422 -0.2168 -0.21
H 2.11372 2.79358 0.32834 -0.1935 -0.6189 -0.1640 0.15
H 1.91441 -1.19474 0.46811 0.0197 -0.2182 0.1518 0.09
H 1.59597 0.76788 5.14260 -0.0124 0.0757 0.1596 0.13
S -4.67663 2.36458 4.20351 0.8883 -0.5523 -0.0497 0.57
H -4.84779 -3.04700 -1.91503 -0.0145 0.0091 -0.0177 0.07
H -3.29599 0.57614 2.35672 -0.0541 -0.2423 -0.1331 0.11
O -6.93926 -2.61909 -0.10400 0.0578 0.1216 0.0899 -0.26
S 2.32495 -5.40980 -3.39839 -0.0153 0.3439 0.3189 0.57
H -0.35818 2.98092 2.94187 0.0174 0.1679 0.0279 0.11
H 1.61675 1.27483 -0.83439 -0.2314 0.0630 -0.1105 0.06
H -2.20836 1.46327 -3.48768 -0.1166 0.0707 -0.1784 0.12
H -3.42785 2.93532 2.22588 -0.1330 0.1709 -0.1278 0.11
H 3.52836 -0.84089 -0.19443 0.0637 -0.5220 0.1075 0.12
O 1.09778 -0.59658 -6.91399 -0.1974 -0.1355 0.2461 -0.26
C 2.40003 3.46212 2.22406 -0.2374 -0.9697 0.9795 -0.18
C 1.84243 -1.77498 3.16647 0.5472 -0.1016 0.6131 -0.24
C 2.58333 -0.41548 0.12435 0.5239 0.8673 -0.6403 -0.17
H -4.57860 2.27409 -0.52036 -0.0732 0.1045 0.2205 0.09
```
Positions in Å, forces in eV/Å.

## Properties
total charge	+1
frontier orbital gap	0.3588	hartree
total energy	-4136.30165	a.u.

Entry from the Open Molecules 2025 dataset: a 2-piece molecular cluster, CH4SSi overall (ωB97M-V/def2-TZVPD).

Geometry as XYZ:
```
7
Properties=species:S:1:pos:R:3:forces:R:3:lowdin_charge:R:1
Si 0.05622 0.48889 -0.09884 0.0330 -0.3071 2.7773 0.54
S -3.11136 -0.04187 -0.26087 1.1737 -0.2694 -0.0290 0.57
H 1.01618 0.53122 1.08715 -0.6878 0.0591 -0.5500 -0.06
H 0.56280 -0.52228 -0.90763 0.6012 -1.0760 -1.5388 -0.11
H -0.14984 1.80283 -0.57233 -0.0087 1.1149 -0.7876 -0.09
H -1.89320 0.01313 2.21779 0.8740 -0.2508 -3.4308 0.13
C -1.67312 -0.04013 0.43330 -1.9854 0.7293 3.5589 -0.98
```
Positions in Å, forces in eV/Å.

## Properties
frontier orbital gap (spin up / spin down)	0.2755 / 0.2755	hartree
energy relative to the best compared isomer or geometry (same formula, charge and spin)	352.7	kJ/mol
total energy	-728.01563	a.u.